No. 1
# C50H49FGeN4O5S4SbScSe

A molecular structure, C50H49FGeN4O5S4SbScSe at a distorted geometry (ωB97M-V with the def2-TZVPD basis set, the OMol25 dataset).

Calculated values
* net charge: -2
* HOMO-LUMO gap: 1.654 eV
* 2S+1: 1
* LUMO level: 1.1570 eV
* molecular weight: 1251.5 g/mol
* HOMO energy: -0.497 eV

Each line ends with the Löwdin charge.
Atoms and positions in Å:
Sc  0.22010  0.17970  -0.49280  0.53
S  0.80700  -4.01550  -3.49200  -0.33
Sb  0.53890  -3.04270  -1.42590  -0.18
S  -1.30460  -1.50500  -1.49070  0.10
S  2.30100  -1.52630  -0.99250  -0.01
S  0.42810  -4.70470  0.16700  -0.37
F  3.14360  -0.73510  5.66700  0.02
C  3.76690  -0.30490  4.51330  -0.18
C  2.96660  0.06920  3.46720  0.09
C  3.54670  0.57080  2.28910  -0.01
C  2.72900  0.82910  1.13290  -0.31
O  1.59200  0.30720  1.02260  -0.28
C  3.34400  1.64540  0.11180  -0.02
C  4.68170  1.79640  0.10980  0.05
N  5.50240  1.24430  1.07670  -0.01
C  6.87950  1.04360  0.78060  -0.28
C  7.23630  0.43770  -0.54330  -0.08
C  7.40650  -0.36160  0.71110  -0.10
C  4.94750  0.72220  2.22300  -0.13
C  5.73050  0.30520  3.29160  0.05
C  5.15710  -0.24070  4.46010  -0.16
N  6.07980  -0.80750  5.40210  -0.11
C  5.71810  -0.94510  6.78290  -0.15
C  4.93950  -2.23490  7.12640  -0.10
N  5.60350  -3.42260  6.51960  0.05
C  5.84870  -3.22530  5.06240  -0.07
C  6.74610  -1.99160  4.91410  -0.14
C  2.49260  2.22760  -1.02580  -0.61
O  2.84520  3.31040  -1.49260  0.02
O  1.51870  1.51190  -1.36970  -0.11
H  1.89700  -0.08060  3.51040  0.04
H  5.18780  2.32670  -0.68460  0.15
H  7.54200  1.80730  1.19060  0.15
H  8.10580  0.81690  -1.06080  0.10
H  6.41890  0.15880  -1.19050  0.12
H  8.40280  -0.55990  1.08210  0.09
H  6.69800  -1.15610  0.88210  0.11
H  6.80420  0.39560  3.25110  0.12
H  5.10640  -0.08940  7.07330  0.14
H  6.64480  -0.92860  7.38040  0.13
H  3.92750  -2.18460  6.72840  0.12
H  4.89700  -2.36660  8.20880  0.13
H  5.01030  -4.24510  6.67260  0.19
H  6.51280  -3.56710  6.97580  0.18
H  4.89600  -3.04340  4.55970  0.16
H  6.31020  -4.12150  4.64860  0.14
H  6.99030  -1.85150  3.86120  0.13
H  7.67960  -2.14270  5.47970  0.13
Se  -0.13870  -1.36240  2.43390  0.68
C  -1.64860  -1.80280  3.50220  -0.65
C  -2.80200  -1.01920  3.45170  -0.14
C  -3.86000  -1.26920  4.30270  -0.13
C  -3.79840  -2.30950  5.22120  -0.16
C  -2.67130  -3.11900  5.24950  -0.14
C  -1.60940  -2.87030  4.40430  -0.16
H  -2.85130  -0.21490  2.72810  0.08
H  -4.74680  -0.64400  4.26080  0.08
H  -4.62360  -2.49380  5.90230  0.07
H  -2.62170  -3.95200  5.94540  0.08
H  -0.73150  -3.50120  4.41460  0.08
C  -0.17980  5.90700  4.00860  -0.06
C  0.05370  4.82960  2.98950  -0.29
C  -0.10400  3.49030  3.32910  -0.02
C  0.15620  2.51640  2.37960  -0.12
N  0.53750  2.80450  1.14480  0.09
C  0.67280  4.07420  0.80690  -0.10
C  0.45230  5.12050  1.69280  -0.03
H  -1.15330  5.78070  4.48170  0.08
H  -0.13350  6.88960  3.54320  0.07
H  0.57880  5.85030  4.79080  0.08
H  -0.42590  3.20780  4.32140  0.11
H  0.05850  1.46190  2.60850  0.06
H  0.98850  4.25480  -0.21060  0.11
H  0.58830  6.14700  1.37750  0.10
O  -1.60860  0.81980  0.52670  -0.12
C  -2.01870  1.30590  -0.54280  -0.73
O  -1.22030  1.75660  -1.40430  -0.13
C  -3.49540  1.35130  -0.87650  -0.16
C  -3.65680  0.76480  -2.26600  -0.25
Ge  -2.21780  1.32900  -3.60030  1.05
C  -3.13080  0.51880  -5.24050  -0.23
C  -3.73290  1.24580  -6.26130  -0.11
C  -4.35580  0.62240  -7.32910  -0.12
C  -4.38840  -0.75930  -7.40430  -0.13
C  -3.80720  -1.50500  -6.39270  -0.10
C  -3.19170  -0.86860  -5.33020  -0.11
C  -0.28020  0.93430  -3.93350  -0.27
C  0.20720  -0.32660  -4.25570  -0.15
C  1.54430  -0.50780  -4.57510  -0.11
C  2.40290  0.57810  -4.59850  -0.10
C  1.93020  1.83840  -4.27730  -0.11
C  0.60030  2.00940  -3.93700  -0.15
C  -2.47110  3.26230  -4.07520  -0.25
C  -3.34690  4.11370  -3.41790  -0.09
C  -3.68100  5.35330  -3.94000  -0.11
C  -3.13430  5.77340  -5.13990  -0.12
C  -2.22460  4.95530  -5.79070  -0.10
C  -1.90100  3.72120  -5.25860  -0.14
H  -3.79270  2.40500  -0.84850  0.10
H  -4.06740  0.79370  -0.12940  0.12
H  -4.62390  1.03150  -2.70090  0.07
H  -3.60620  -0.32300  -2.20360  0.02
H  -3.72280  2.32680  -6.22390  0.08
H  -4.82390  1.21730  -8.10650  0.09
H  -4.86140  -1.25020  -8.24720  0.08
H  -3.83550  -2.58610  -6.43000  0.10
H  -2.75300  -1.46410  -4.54120  0.09
H  -0.44450  -1.19160  -4.25480  0.05
H  1.90880  -1.50340  -4.80100  0.07
H  3.44750  0.43070  -4.84120  0.09
H  2.60360  2.68540  -4.24590  0.09
H  0.25170  2.98980  -3.64030  0.10
H  -3.78170  3.80250  -2.47840  0.08
H  -4.38430  5.98990  -3.41560  0.09
H  -3.42410  6.72350  -5.57350  0.09
H  -1.78200  5.27610  -6.72590  0.09
H  -1.20160  3.07830  -5.77620  0.11

Atomic forces in eV per Å
0.1 -0.3 -0.4
-0.1 0.2 -0.2
0.4 -1.1 -0.1
0.2 -0.5 0.0
-0.6 0.0 -0.1
-0.1 0.2 0.0
0.2 0.1 -0.3
-0.2 0.2 0.3
0.5 0.3 -0.6
0.2 -0.5 1.3
-1.6 -0.5 -1.1
2.7 1.2 1.6
-0.4 0.1 -0.2
-0.2 -0.2 0.3
-0.3 0.0 -0.2
0.6 0.3 0.1
0.1 0.1 -0.1
0.1 0.0 0.0
-0.5 0.0 -0.2
-0.3 -0.3 1.0
0.4 0.2 -1.1
-0.1 0.2 -0.1
-0.2 -0.1 0.3
-0.3 0.8 0.3
0.0 -0.3 0.2
0.4 0.3 -0.8
-0.1 -0.2 -0.1
0.4 -0.2 0.2
0.2 0.1 -0.1
0.1 0.5 0.0
-0.5 -0.1 0.0
0.0 0.0 0.0
0.0 -0.1 -0.1
0.1 0.0 0.1
-0.1 0.0 0.0
0.1 0.1 0.0
-0.2 -0.1 0.0
0.1 0.0 0.0
0.1 -0.2 0.1
-0.1 0.0 0.0
0.2 -0.1 0.0
0.0 -0.2 -0.1
0.3 0.1 0.0
-0.3 -0.2 -0.1
-0.1 -0.1 0.1
-0.1 0.0 0.1
0.1 -0.1 0.1
0.0 0.0 -0.1
0.2 -0.1 0.6
0.6 0.1 -0.3
-0.1 0.0 -0.1
-0.2 0.1 0.1
-0.2 -0.1 0.2
-0.1 -0.1 0.3
0.0 0.0 -0.1
0.0 0.0 0.0
0.0 0.0 0.0
0.0 0.0 -0.1
0.0 0.0 0.0
0.1 0.0 0.0
0.0 -0.1 -0.1
0.0 -0.1 0.0
0.0 0.1 -0.1
-0.1 0.0 0.4
0.0 0.0 -0.3
0.0 0.3 -0.1
-0.1 0.0 0.1
0.0 0.1 0.0
0.0 0.1 0.1
0.0 0.1 0.1
0.0 -0.1 0.1
-0.1 -0.2 0.1
0.0 0.1 -0.2
0.0 0.0 -0.1
0.1 0.0 0.6
-1.2 0.6 0.4
0.5 0.0 -0.3
0.3 -0.1 0.1
0.4 0.2 -0.6
-0.4 -0.1 -0.6
0.3 0.2 0.4
0.0 0.2 0.1
-0.1 0.0 -0.2
-0.1 -0.1 -0.2
-0.1 -0.2 -0.1
0.1 -0.1 0.2
-0.8 0.2 0.1
-0.2 -0.2 -0.2
0.1 -0.1 -0.2
0.0 0.0 0.0
0.1 0.1 -0.2
-0.2 0.1 -0.1
0.1 -0.6 0.2
0.0 -0.1 0.2
-0.2 0.2 0.1
-0.1 0.1 -0.1
0.1 0.1 -0.2
0.2 -0.1 0.0
0.0 -0.1 0.0
0.1 0.1 0.0
0.1 0.0 -0.2
0.0 0.0 -0.1
0.0 0.1 0.0
0.0 0.0 0.0
0.0 0.0 0.0
0.0 -0.1 0.0
0.1 -0.2 0.1
0.1 0.0 0.1
-0.1 0.0 0.1
0.1 0.0 0.0
0.0 0.0 0.0
0.0 0.1 0.1
-0.1 0.0 0.1
0.0 0.0 0.0
0.0 0.0 0.0
0.0 0.0 0.0
0.1 0.0 -0.1


No. 2
# C50H50BIN13SiSr

A molecular structure, C50H50BIN13SiSr at a distorted geometry (ωB97M-V with the def2-TZVPD basis set, the OMol25 dataset).

Calculated values
* net charge: -1
* HOMO-LUMO gap: 4.758 eV
* 2S+1: 1
* LUMO level: 1.5836 eV
* molecular weight: 1086.5 g/mol
* HOMO energy: -3.175 eV
* energy above the lowest of the compared OMol25 structures with the same formula, charge and spin: 0.00 kcal/mol

Each line ends with the Löwdin charge.
Atoms and positions in Å:
Sr  0.79413  -0.35415  0.61081  1.01
I  4.18649  -0.16458  0.39007  0.85
C  4.66337  1.91100  0.53708  -0.58
C  5.91440  2.44590  0.23585  -0.16
C  6.03654  3.85301  0.16426  -0.12
C  4.94344  4.66616  0.31203  -0.06
C  3.66426  4.13973  0.66187  -0.18
C  2.55706  4.97981  0.98093  -0.06
C  1.34581  4.44662  1.38049  -0.08
C  1.19188  3.02131  1.38529  -0.20
C  2.22900  2.20156  1.09697  -0.23
C  3.49442  2.72233  0.79695  -0.31
H  6.75792  1.77965  0.06140  0.08
H  7.02030  4.29949  -0.03096  0.10
H  5.06570  5.74958  0.31267  0.10
H  2.71035  6.06390  0.94021  0.10
H  0.45204  5.01136  1.60973  0.09
H  0.16109  2.69336  1.67504  0.05
B  -1.64941  -1.78838  3.81720  -0.46
N  -0.45562  -0.86411  4.18766  -0.07
C  -0.14532  -0.43433  5.42897  -0.12
C  0.83564  0.56071  5.38427  -0.07
C  1.04924  0.69298  4.00777  -0.19
N  0.36875  -0.18629  3.25849  -0.02
N  -1.85470  -2.19910  2.32846  -0.07
C  -2.84743  -3.05326  1.97247  -0.11
C  -2.93250  -3.14860  0.57471  -0.08
C  -1.98679  -2.22336  0.15005  -0.21
N  -1.34017  -1.64486  1.19063  -0.08
H  -1.48969  -2.78833  4.49655  0.06
H  -2.70743  -1.27434  4.17429  0.07
H  -0.70077  -0.80331  6.26890  0.11
H  1.24361  1.14491  6.19582  0.08
H  1.71407  1.40695  3.51150  0.08
H  -3.41046  -3.54325  2.76152  0.11
H  -3.64469  -3.77394  0.02385  0.09
H  -1.83721  -1.91225  -0.87440  0.08
C  -3.88457  2.12369  4.97309  -0.12
C  -2.94051  3.01856  4.49952  -0.10
C  -2.56140  2.99825  3.13747  -0.11
C  -3.02449  1.97008  2.30891  -0.32
C  -4.02098  1.10545  2.77226  -0.14
C  -4.42190  1.18126  4.08639  -0.13
Si  -2.37938  1.88714  0.50773  0.70
C  -3.95862  1.32048  -0.44567  -0.32
C  -5.21964  1.72707  -0.06010  -0.12
C  -6.35044  1.12371  -0.63172  -0.10
C  -6.25602  0.12443  -1.59236  -0.11
C  -4.96061  -0.27350  -1.98298  -0.11
C  -3.82821  0.37865  -1.46459  -0.15
C  -2.31603  3.74465  0.02630  -0.32
C  -1.24342  4.22586  -0.74888  -0.14
C  -1.25331  5.53304  -1.19266  -0.12
C  -2.29919  6.40051  -0.87005  -0.12
C  -3.37321  5.91950  -0.13381  -0.09
C  -3.36012  4.58994  0.35891  -0.11
H  -4.21826  2.14337  6.02541  0.09
H  -2.56358  3.79952  5.14325  0.09
H  -2.01218  3.86992  2.74493  0.10
H  -4.47337  0.31810  2.14606  0.11
H  -5.14588  0.41929  4.40968  0.10
H  -5.37101  2.49736  0.70843  0.10
H  -7.32050  1.49554  -0.29521  0.09
H  -7.14561  -0.29129  -2.05849  0.09
H  -4.81734  -1.00924  -2.76686  0.08
H  -2.83193  0.01612  -1.76167  0.05
H  -0.38009  3.59120  -0.98982  0.09
H  -0.37598  5.88784  -1.72667  0.09
H  -2.29309  7.41140  -1.25634  0.09
H  -4.21015  6.56388  0.14284  0.09
H  -4.23279  4.25257  0.92822  0.09
C  -2.19926  -0.87967  -5.97125  -0.08
C  -1.87565  0.60873  -5.95847  -0.41
C  -3.01845  1.47528  -5.38079  -0.06
C  -0.49635  0.98021  -5.36393  -0.12
N  -0.06346  0.59473  -4.02108  -0.08
C  -0.48642  0.85392  -2.77807  -0.12
N  0.36683  0.31965  -1.90532  -0.04
N  1.34271  -0.24575  -2.70867  -0.03
N  1.10134  -0.07649  -3.92492  0.04
H  -3.16580  -1.01894  -6.45707  0.08
H  -2.22447  -1.34086  -4.95893  0.08
H  -1.43063  -1.45756  -6.52951  0.08
H  -1.69065  0.89237  -7.01018  0.13
H  -3.44392  1.05649  -4.47177  0.06
H  -3.82473  1.57242  -6.12157  0.08
H  -2.69473  2.47496  -5.13458  0.07
H  -0.38493  2.08217  -5.42572  0.13
H  0.27837  0.60923  -6.06154  0.13
H  -1.33318  1.48249  -2.54889  0.11
C  1.74777  -3.41365  -1.49259  -0.02
C  1.82940  -3.68688  -0.04564  -0.37
N  1.52056  -2.80866  0.88203  -0.03
C  1.70203  -3.41163  2.12838  -0.10
C  2.14610  -4.68524  1.96041  -0.03
N  2.26968  -4.86871  0.55277  0.00
C  2.60352  -6.16696  -0.10187  -0.07
N  3.98930  -6.48008  -0.26830  -0.06
N  4.30466  -7.81447  -0.25611  0.05
N  5.60367  -7.97196  -0.27849  0.06
C  6.22022  -6.71708  -0.29811  -0.22
C  7.55512  -6.37275  -0.51009  -0.02
C  7.82588  -5.03333  -0.80557  -0.09
C  6.77721  -4.10162  -0.86182  -0.06
C  5.41031  -4.44089  -0.70288  0.00
C  5.16851  -5.74569  -0.35186  -0.16
H  2.38093  -2.53166  -1.72483  0.07
H  0.70494  -3.15800  -1.77293  0.09
H  2.03531  -4.22040  -2.16239  0.07
H  1.46400  -2.88292  3.05087  0.11
H  2.49705  -5.39382  2.69345  0.12
H  2.11674  -6.20265  -1.08891  0.13
H  2.20138  -6.94871  0.52688  0.13
H  8.29121  -7.15666  -0.46463  0.11
H  8.83799  -4.69940  -0.93369  0.09
H  7.06422  -3.07768  -1.13306  0.11
H  4.62217  -3.69006  -0.72970  0.09

Atomic forces in eV per Å
-0.4 1.7 0.9
0.7 0.0 0.1
-0.3 1.0 -0.4
-1.2 -1.0 0.4
0.3 0.3 -0.2
-0.1 0.0 0.7
0.3 -0.2 0.4
-0.4 0.3 0.2
0.6 -0.8 -0.6
-0.8 1.8 0.6
-0.5 -2.7 -0.1
0.8 0.7 -0.6
-0.1 0.2 0.0
-0.4 -0.2 0.0
0.0 -0.2 -0.2
-0.1 -0.3 0.0
0.2 0.5 0.0
1.0 -0.2 -0.3
-0.5 -0.1 1.1
1.7 1.2 -1.1
-0.1 0.2 -0.5
-1.0 -0.6 -0.7
1.0 0.2 -0.5
-1.1 0.0 1.8
-0.6 -0.1 -1.9
0.6 -0.2 0.1
-0.5 -0.1 1.3
0.2 0.3 0.5
-0.7 -0.9 -0.1
0.0 -0.2 -0.2
0.4 0.0 -0.1
-0.1 -0.2 0.2
-0.1 -0.1 -0.1
-0.2 -0.5 0.1
0.1 0.0 -0.3
0.5 0.5 0.2
0.4 0.1 0.1
-0.2 -0.5 0.3
-0.1 0.3 -0.9
-0.5 -0.1 1.1
-0.3 0.9 -1.3
0.5 -0.3 0.3
-0.5 -0.5 0.6
1.0 -0.6 -0.2
1.1 0.4 0.2
-1.2 -0.4 -0.4
-0.3 0.7 0.4
1.0 0.1 0.0
-0.1 0.8 -0.3
-0.8 -1.0 0.1
0.3 -0.8 0.1
-0.5 0.0 0.2
0.4 0.4 0.1
-0.1 -0.4 -0.3
-0.1 -0.6 0.8
-0.3 1.6 -0.9
0.3 0.0 -0.6
0.1 0.1 0.1
0.1 -0.8 0.1
0.5 0.5 0.2
0.2 0.6 0.2
0.1 -0.5 -0.3
0.1 -0.3 -0.2
0.2 -0.1 0.2
-0.1 -0.2 0.0
-0.5 0.2 0.2
-0.4 0.1 0.2
-0.2 0.2 -0.1
0.0 0.1 0.1
0.2 0.0 -0.2
0.5 0.0 -0.1
0.6 -0.6 0.3
0.3 0.4 0.5
-0.1 -0.5 -0.5
0.4 1.0 -0.9
0.0 -0.2 -0.2
0.3 0.1 0.5
0.0 0.0 -2.1
-0.1 -0.1 1.7
-0.2 -0.2 -0.8
0.0 -0.2 0.1
-0.2 0.5 -0.5
-0.5 0.4 0.2
-0.3 0.1 0.3
0.0 -0.2 0.1
0.1 -0.1 0.3
0.2 0.4 0.0
-0.2 -0.5 0.1
-0.2 -0.1 0.7
-0.1 -0.2 0.2
-0.3 0.8 -0.8
0.6 -1.1 1.6
0.2 -0.7 0.1
-0.1 -0.1 -0.5
0.3 0.6 -1.1
0.1 -0.4 0.1
-1.4 1.4 -0.1
2.5 -0.5 0.2
1.8 0.5 0.4
-1.4 0.6 0.2
-2.0 0.2 -0.7
-0.4 0.5 0.0
-0.8 -1.0 0.7
-0.8 0.4 -0.5
1.6 1.4 0.5
-0.2 -1.5 -0.3
-0.4 -0.4 0.0
0.5 0.0 0.3
0.2 -0.2 0.2
0.1 -0.1 -0.4
-0.2 -0.2 -0.2
0.0 0.2 0.4
-0.2 -0.2 0.0
0.3 0.0 -0.1
0.2 0.1 -0.2
-0.4 -0.3 0.3
0.3 -0.1 -0.2